The following is a quantum chemistry calculation of one molecule with the formula C6H13NO in a non-equilibrium geometry, from the OMol25 dataset.

Properties
LUMO level   1.0 eV
Max |F|   1.1 eV/A
Gap between HOMO and LUMO   9.88 eV
M   115.18 g mol⁻¹
Spin multiplicity   1
SMILES   CC(C)CNCC=O
Relative energy (zero: lowest compared OMol25 entry of this formula, charge and spin)   131.3 kJ/mol

Structure (XYZ):
```
21
Properties=species:S:1:pos:R:3:forces:R:3:mulliken_charge:R:1
O -3.1499 -1.8186 -1.2570 -0.11 0.03 -0.27 -0.4641
C -2.4534 -0.8418 -1.2263 0.02 0.04 -0.03 -0.0017
C -1.7351 -0.4048 0.0114 -0.01 0.43 0.13 -0.3842
N -0.4943 0.2649 -0.2818 -0.09 -0.84 -0.62 -0.1101
C 0.3744 0.4911 0.8252 0.70 0.66 0.50 -0.9994
C 1.7890 0.8972 0.3934 -0.14 -0.09 -0.22 0.7917
C 2.5745 1.3752 1.6034 -0.09 -0.28 0.06 -1.5997
C 2.5025 -0.2134 -0.3704 -0.13 -0.04 -0.18 -1.3930
H -2.3144 -0.1803 -2.1118 -0.08 -0.18 -0.03 0.2929
H -2.4496 0.2163 0.5830 -0.01 -0.04 0.07 0.2605
H -1.5461 -1.3000 0.5968 0.07 -0.08 0.16 0.2975
H -0.5380 0.9910 -0.9831 -0.08 0.13 0.33 0.2193
H 0.4557 -0.4128 1.4348 -0.13 -0.20 -0.12 0.3838
H 0.0138 1.2731 1.5152 -0.16 0.00 -0.01 0.3080
H 1.6752 1.7395 -0.2977 -0.03 0.10 -0.01 0.2163
H 2.0194 2.1668 2.0985 0.14 0.24 0.14 0.4006
H 2.6867 0.5562 2.3159 -0.02 -0.07 0.09 0.3458
H 3.5811 1.7124 1.3610 -0.04 0.13 -0.13 0.3952
H 3.3005 0.2169 -0.9756 0.20 -0.15 0.10 0.3559
H 1.8147 -0.7081 -1.0580 -0.03 0.04 0.01 0.3736
H 2.9110 -0.9853 0.2896 0.03 0.16 0.03 0.3110
```
Positions in Å, forces in eV/Å.

=====

The following is a quantum chemistry calculation of C3H4O4Tl as an isolated structure in a non-equilibrium geometry, from the OMol25 dataset.

Properties
LUMO level (spin up / spin down)   0.2 / -0.2 eV
Max |F|   3.4 eV/A
Gap between HOMO and LUMO (spin up / spin down)   8.49 / 8.22 eV
M   308.44 g mol⁻¹
Spin multiplicity   2
⟨S²⟩   0.755
Relative energy (zero: lowest compared OMol25 entry of this formula, charge and spin)   159.0 kJ/mol

Structure (XYZ):
```
12
Properties=species:S:1:pos:R:3:forces:R:3:mulliken_charge:R:1
O -4.3661 -1.0379 2.6552 -0.45 -1.47 0.48 -0.3465
C -3.1278 -0.6195 2.3755 -1.52 0.77 -2.69 0.8341
C -5.3631 -0.2300 1.9971 0.53 0.16 0.22 -0.0007
O -2.2464 -1.3673 1.9979 0.25 0.55 3.34 -0.5885
O -3.1638 0.6849 2.1440 -1.88 1.24 -1.44 -0.3211
C -4.5626 0.8907 1.4124 2.72 -0.36 2.08 -0.3382
H -6.0844 0.1068 2.7553 0.03 -0.18 -0.27 0.2742
H -5.8230 -0.8730 1.2320 -0.12 0.30 0.27 0.1742
H -4.8445 1.9370 1.3283 0.27 -0.29 0.08 0.3338
O -3.1420 -0.0309 -0.6112 -0.49 0.62 0.17 -0.8015
H -4.0438 0.0458 -0.9254 -0.07 -0.07 -0.29 0.2587
Tl -2.0872 -1.8398 -0.1867 0.73 -1.25 -1.96 0.5215
```
Positions in Å, forces in eV/Å.

=====

The following is a quantum chemistry calculation of C23H18N5RuS3Se as an isolated structure in a non-equilibrium geometry, from the OMol25 dataset.

Properties
LUMO level (spin up / spin down)   -0.5 / -1.0 eV
Max |F|   1.2 eV/A
Gap between HOMO and LUMO (spin up / spin down)   7.15 / 6.78 eV
M   640.66 g mol⁻¹
Spin multiplicity   2
⟨S²⟩   0.759
Relative energy (zero: lowest compared OMol25 entry of this formula, charge and spin)   171.5 kJ/mol

Structure (XYZ):
```
51
Properties=species:S:1:pos:R:3:forces:R:3:mulliken_charge:R:1
Ru 0.1017 2.7230 0.7489 -0.40 1.10 0.32 0.3227
C 0.7820 4.6376 0.2377 0.31 0.29 -0.47 -0.5607
C 1.8526 3.6894 0.2012 1.14 0.12 -0.16 -0.6694
C 2.1938 3.3574 1.5594 -0.01 -0.23 -0.17 0.0224
C 1.2752 3.9715 2.3913 0.11 -0.30 0.19 -0.5893
C 0.3699 4.7210 1.5701 -0.64 0.25 0.16 -0.4512
H 0.3373 5.1330 -0.6094 0.03 0.11 0.04 0.6270
H 2.3920 3.3861 -0.6809 0.09 0.06 0.05 0.4137
H 2.9693 2.6776 1.8724 -0.02 -0.02 -0.01 0.4555
H 1.1993 3.8354 3.4588 -0.03 -0.03 0.00 0.5839
H -0.4798 5.2776 1.9297 0.01 -0.01 0.00 0.3456
N 1.4243 0.4322 0.5885 0.01 -0.25 -0.21 -0.0244
C 0.7473 -0.5433 1.3478 -0.25 -0.31 0.36 0.4304
C 1.3588 -1.5052 2.1180 -0.19 0.46 -0.39 -0.7267
C 0.5853 -2.4126 2.8630 -0.16 -0.21 0.15 -0.7900
C -0.7795 -2.3858 2.8334 0.12 -0.16 0.14 -0.9064
C -1.4524 -1.4039 2.0787 0.29 0.36 -0.25 0.8711
C -2.8533 -1.2770 2.0092 -0.04 0.17 -0.16 -0.7877
C -3.3965 -0.2497 1.2843 -0.03 -0.16 0.15 -0.9724
C -2.5437 0.6732 0.6646 0.13 0.21 -0.20 -0.6701
N -1.2323 0.5672 0.6737 -0.41 0.17 0.20 0.7550
C -0.6846 -0.4567 1.3559 0.49 -0.49 0.12 0.3585
H 2.4276 0.3977 0.7199 -0.07 -0.04 0.01 0.3696
H 1.2067 0.3594 -0.4095 -0.01 0.06 0.15 0.0279
H 2.4385 -1.5738 2.1500 0.05 0.03 -0.03 0.4108
H 1.0928 -3.1610 3.4571 0.00 0.00 0.02 0.4034
H -1.3574 -3.1080 3.3950 -0.01 -0.01 0.01 0.4133
H -3.4831 -1.9816 2.5351 -0.02 -0.04 0.03 0.4513
H -4.4650 -0.1094 1.2150 -0.03 -0.02 0.00 0.4387
H -2.9603 1.5525 0.1755 0.10 -0.14 0.01 0.4884
Se -0.2271 1.5074 4.8543 0.07 -0.10 0.26 -0.2455
C -0.9449 2.2719 3.4371 -0.06 -0.23 0.04 0.4164
N -1.3745 2.7684 2.4625 -0.10 -0.22 -0.34 -0.7603
S -2.8499 -1.6828 -4.0757 -0.05 -0.03 0.02 -0.3216
C -1.8364 -0.6194 -3.3333 -0.66 0.34 -0.18 0.2048
S -2.3202 1.0422 -2.9656 0.45 -0.57 0.14 -0.0687
C -0.7869 1.2874 -2.1768 0.24 -0.43 -0.33 0.3500
N 0.0086 0.2731 -2.2331 0.02 0.20 0.18 -0.6251
N -0.5732 -0.7880 -2.8833 -0.19 0.34 -0.02 0.3994
C 0.2064 -1.9621 -3.0467 0.33 -0.47 0.00 0.1504
C 0.1957 -2.6619 -4.2499 0.01 0.27 0.16 -0.5179
C 0.9760 -3.7962 -4.3790 0.02 -0.06 -0.05 -0.6908
C 1.7610 -4.2370 -3.3262 0.04 -0.09 -0.02 -0.4677
C 1.7702 -3.5340 -2.1336 0.07 -0.05 0.05 -0.6162
C 0.9971 -2.3971 -1.9892 -0.19 0.04 -0.16 0.2757
S -0.3488 2.8290 -1.5209 -0.58 0.00 0.05 -0.3717
H -0.4166 -2.3180 -5.0678 0.00 0.00 -0.02 0.4265
H 0.9681 -4.3392 -5.3138 0.00 -0.01 -0.03 0.3687
H 2.3614 -5.1294 -3.4336 0.02 -0.03 -0.01 0.3860
H 2.3738 -3.8757 -1.3035 0.01 0.00 0.01 0.3967
H 0.9939 -1.8625 -1.0563 -0.04 0.13 0.19 0.2700
```
Positions in Å, forces in eV/Å.

=====

The following is a quantum chemistry calculation of C28H16BrN6O5Ru as an isolated structure in a non-equilibrium geometry, from the OMol25 dataset.

Properties
LUMO level (spin up / spin down)   -1.1 / -1.5 eV
Max |F|   3.7 eV/A
Gap between HOMO and LUMO (spin up / spin down)   6.46 / 5.96 eV
M   697.45 g mol⁻¹
Spin multiplicity   2
⟨S²⟩   0.755
Relative energy (zero: lowest compared OMol25 entry of this formula, charge and spin)   118.1 kJ/mol

Structure (XYZ):
```
57
Properties=species:S:1:pos:R:3:forces:R:3:mulliken_charge:R:1
Ru 0.2660 -0.4957 0.2373 -2.76 0.49 -2.42 -0.3431
C -2.2446 -1.7290 3.5352 -0.03 0.06 0.00 -0.9567
C -3.1317 -0.6615 3.6667 -0.03 -0.05 0.01 -0.5238
C -2.7970 0.5360 3.0986 -0.01 0.02 0.04 -0.3915
C -1.6073 0.6784 2.3664 -0.17 -0.14 -0.07 0.4661
N -0.7890 -0.3811 2.1713 0.56 -0.03 0.23 0.0859
C -1.1139 -1.5367 2.7896 0.11 0.03 0.01 -0.0698
N -1.3571 1.9642 1.9494 0.24 -0.13 0.19 -0.6186
C -0.4565 2.2947 1.1060 -0.09 0.28 -0.17 -0.1853
N 0.2737 1.4999 0.2559 0.20 -0.37 0.30 0.5298
C 1.1666 2.2750 -0.4373 -0.24 0.29 -0.08 -0.0860
N 2.0557 1.9208 -1.2861 0.10 -0.13 0.13 -0.6312
C 2.4622 0.6293 -1.4889 -0.03 -0.05 -0.06 0.5892
C 3.2769 0.4459 -2.6190 0.09 -0.03 -0.01 -0.4421
C 3.8840 -0.7546 -2.8557 0.01 -0.02 -0.02 -0.4659
C 3.7076 -1.7838 -1.9283 0.02 0.05 -0.01 -0.9188
C 2.8706 -1.5619 -0.8710 0.03 0.02 0.14 -0.2381
N 2.2024 -0.4057 -0.6538 0.10 0.01 0.45 0.1365
C 0.9554 3.6921 -0.0556 0.00 -0.14 0.01 0.2015
C 1.6058 4.8463 -0.4391 -0.03 0.04 -0.04 -0.1671
C 1.1997 6.0321 0.1650 0.01 -0.02 0.01 -0.6267
C 0.1885 6.0442 1.1247 0.00 -0.03 0.00 -0.6290
C -0.4501 4.8704 1.5129 -0.03 0.04 -0.02 -0.1446
C -0.0477 3.7040 0.8971 0.02 -0.13 -0.02 0.2102
H -2.4308 -2.6903 3.9908 0.00 -0.01 0.00 0.4584
H -4.0577 -0.7712 4.2149 0.00 0.00 0.01 0.4233
H -3.4224 1.4117 3.1845 0.00 0.00 0.01 0.4675
H -0.4182 -2.3498 2.6722 -0.02 0.00 0.00 0.5110
H 3.3971 1.2954 -3.2741 0.01 0.01 0.02 0.4596
H 4.5065 -0.8941 -3.7293 -0.01 0.00 -0.01 0.4300
H 4.2045 -2.7376 -2.0278 -0.01 -0.01 0.00 0.4522
H 2.7200 -2.3396 -0.1427 -0.01 0.00 -0.02 0.5255
H 2.3943 4.8205 -1.1788 0.00 0.01 0.00 0.5261
H 1.6820 6.9620 -0.1060 -0.01 0.00 -0.01 0.4071
H -0.0990 6.9836 1.5782 0.00 0.00 0.00 0.4072
H -1.2272 4.8629 2.2650 0.00 0.00 -0.01 0.5265
O -4.0626 0.9215 -4.0142 0.06 0.03 -0.16 -0.5583
C -3.2683 0.4520 -3.2544 -0.09 -0.21 0.48 0.5084
C -3.5755 -0.0544 -1.8286 -0.10 0.02 -0.26 -0.1464
O -4.6735 -0.1360 -1.3342 0.18 -0.02 0.10 -0.6043
C -2.2539 -0.3914 -1.2697 -0.66 -0.26 0.77 0.9774
C -1.2611 -0.2008 -2.1815 0.81 0.26 -0.22 0.6623
O -0.0043 -0.4131 -1.8532 0.38 -0.35 0.69 -0.3504
C -1.7666 0.2427 -3.4743 0.11 0.19 -0.77 -0.2200
O -1.1851 0.4243 -4.5252 -0.03 -0.08 0.47 -0.6272
O -1.9925 -0.8322 -0.0757 1.31 0.43 0.40 -0.4976
Br 2.2162 -5.4720 2.5599 0.01 -0.01 0.02 -0.1383
C 1.1402 -4.6493 1.2536 0.00 -0.03 0.01 -0.2849
C 0.4101 -5.4041 0.3468 0.00 0.04 -0.02 -0.0644
C -0.3509 -4.7300 -0.5888 0.02 -0.03 0.04 -0.9185
C -0.3612 -3.3441 -0.5893 -0.07 0.17 -0.10 -0.1648
N 0.3363 -2.6262 0.2925 0.09 -0.22 0.00 0.8736
C 1.0788 -3.2734 1.2014 -0.05 0.01 -0.06 -0.9444
H 0.4437 -6.4843 0.3764 0.00 0.00 0.00 0.4740
H -0.9398 -5.2670 -1.3181 0.01 0.01 -0.02 0.4484
H -0.9343 -2.7795 -1.3109 -0.01 -0.02 0.02 0.2464
H 1.6351 -2.6593 1.8994 0.03 -0.03 -0.01 0.9538
```
Positions in Å, forces in eV/Å.

=====

The following is a quantum chemistry calculation of an isolated ion of composition CN5O2 and charge -1 in a non-equilibrium geometry, from the OMol25 dataset.

Properties
LUMO level (spin up / spin down)   3.4 / 3.4 eV
Max |F|   5.7 eV/A
Gap between HOMO and LUMO (spin up / spin down)   7.97 / 7.97 eV
M   114.04 g mol⁻¹
Spin multiplicity   1
Net charge   -1
Relative energy (zero: lowest compared OMol25 entry of this formula, charge and spin)   588.3 kJ/mol

Structure (XYZ):
```
8
Properties=species:S:1:pos:R:3:forces:R:3:mulliken_charge:R:1
C -0.2787 -0.1166 -0.0691 5.22 0.60 2.19 0.1346
N 1.7104 -0.9039 -0.6406 0.55 -1.25 -1.44 -0.4893
N 0.3989 -0.8372 -0.8481 -1.85 -0.13 -0.63 -0.1063
N 1.2954 0.5180 1.0077 -2.89 -0.22 -0.84 -0.2200
N 2.0637 -0.1109 0.3381 0.83 0.62 1.04 -0.0125
N -1.5270 0.3756 0.0460 -2.29 0.71 -0.32 0.8114
O -2.0436 0.4171 1.1698 0.23 -0.07 -0.43 -0.5557
O -2.0873 0.8331 -0.9670 0.20 -0.27 0.43 -0.5621
```
Positions in Å, forces in eV/Å.

=====

The following is a quantum chemistry calculation of C11H12Si as an isolated structure in a non-equilibrium geometry, from the OMol25 dataset.

Properties
LUMO level (spin up / spin down)   -0.5 / -0.5 eV
Max |F|   4.6 eV/A
Gap between HOMO and LUMO (spin up / spin down)   6.15 / 6.15 eV
M   172.30 g mol⁻¹
Spin multiplicity   1
Relative energy (zero: lowest compared OMol25 entry of this formula, charge and spin)   177.7 kJ/mol

Structure (XYZ):
```
24
Properties=species:S:1:pos:R:3:forces:R:3:mulliken_charge:R:1
C -3.9571 0.6036 -0.2138 -0.37 0.98 0.96 -0.4266
C -3.8470 -0.7906 -0.3689 -1.06 -2.34 -0.34 -0.3103
C -2.8825 1.3682 0.1028 -0.63 -0.10 -0.65 -0.5952
C -2.6629 -1.4503 -0.2684 -1.01 -0.42 0.29 -0.6661
C -1.6061 0.7696 0.2593 0.13 -2.01 0.01 0.7204
C -1.5176 -0.7341 0.0970 1.15 1.73 -1.04 0.3757
C -0.4421 1.3631 0.5348 3.76 -2.60 0.75 -0.7996
C 0.7293 -0.1823 0.4971 -1.22 2.68 -1.47 0.1971
C -0.2221 -1.1994 0.0642 0.41 0.82 1.94 -0.7204
C 3.7034 -1.4753 -0.0265 -3.13 -1.93 2.70 -1.0010
C 3.3515 1.6017 -0.1753 -0.72 0.94 1.66 -1.0414
Si 2.4608 -0.0406 0.0511 -0.89 -0.01 0.84 0.3835
H -4.9622 1.0332 -0.1706 0.37 0.05 -0.52 0.3300
H -4.7725 -1.3959 -0.5630 0.95 0.75 0.12 0.2773
H -2.9401 2.4347 0.0530 -0.19 0.55 0.47 0.3573
H -2.5802 -2.5367 -0.3500 -0.20 0.30 -0.20 0.2984
H -0.2014 2.3272 1.0427 -0.11 -0.99 -0.88 0.3371
H -0.0022 -2.2679 -0.0522 0.12 0.53 -0.16 0.3078
H 4.2743 -1.4103 0.9115 -0.06 0.16 -0.06 0.3334
H 3.1398 -2.5328 0.1007 1.38 2.40 -0.79 0.2555
H 4.4016 -1.4110 -0.7882 1.09 -0.17 -1.78 0.3763
H 3.6689 2.2770 0.6881 -0.50 -1.36 -0.63 0.3454
H 4.2431 1.4217 -0.7338 0.51 0.00 -0.74 0.3318
H 2.6233 2.2271 -0.6912 0.24 0.04 -0.47 0.3336
```
Positions in Å, forces in eV/Å.

=====

> Among the records above, which one has the lowest max |F|?

C6H13NO